No. 1
Below is C3H2Br2N2 in the gas phase at a distorted geometry, with properties calculated with the ωB97M-V functional and the def2-TZVPD basis.

Relative energy (zero: lowest compared OMol25 entry of this formula, charge and spin) ... 146.04 kcal per mole
Molar mass ... 225.87 g/mol
E_LUMO (alpha / beta) ... -1.5 / -1.4 eV
E_HOMO (alpha / beta) ... -8.85 / -8.85 eV
Total charge ... 0
Total energy ... -5372.8259 Eh
Gap between HOMO and LUMO (alpha / beta) ... 7.37 / 7.43 eV

Positions of all 9 atoms, in Å:
C (-0.29, -1.06, 0.43)
C (-0.55, 1.24, -0.59)
C (-0.99, 0.14, -0.26)
N (0.94, -0.86, 0.62)
N (1.60, 0.17, 0.39)
Br (-3.03, -0.19, -0.44)
Br (3.25, 0.07, -0.36)
H (-0.83, -1.63, 1.06)
H (-0.11, 2.12, -0.87)

Here are the Mulliken charges for atoms 1 to 5, given in e:
1. C -0.234
2. C 0.003
3. C -0.159
4. N -0.029
5. N -0.217

---

No. 2
Below is 2 unconnected molecules or ions with the total composition C3H2Br2O2 at a distorted geometry, with properties calculated with the ωB97M-V functional and the def2-TZVPD basis.

Relative energy (zero: lowest compared OMol25 entry of this formula, charge and spin) ... 0.00 kcal per mole
Molar mass ... 229.85 g/mol
E_LUMO ... 0.4 eV
SMILES ... Br/C=C/Br.O=C=O
E_HOMO ... -9.52 eV
Total charge ... 0
Total energy ... -5414.0156 Eh
Gap between HOMO and LUMO ... 9.90 eV

Positions of all 9 atoms, in Å:
C (0.93, 1.20, -0.56)
C (-1.62, -1.10, 1.55)
C (0.61, 0.02, -1.10)
O (-2.11, -0.29, 0.90)
O (-1.17, -1.91, 2.22)
Br (-0.95, -0.51, -2.12)
Br (2.38, 1.25, 0.62)
H (0.71, 2.21, -0.78)
H (1.21, -0.87, -0.72)

Here are the Mulliken charges for atoms 1 to 5, given in e:
1. C -0.058
2. C 0.726
3. C -0.467
4. O -0.342
5. O -0.362

---

No. 3
Below is C3H2Br2O2 in the gas phase at a distorted geometry, with properties calculated with the ωB97M-V functional and the def2-TZVPD basis.

Relative energy (zero: lowest compared OMol25 entry of this formula, charge and spin) ... 79.23 kcal per mole
Molar mass ... 229.85 g/mol
E_LUMO (alpha / beta) ... 0.6 / -2.9 eV
Spin multiplicity ... 3
E_HOMO (alpha / beta) ... -6.16 / -10.00 eV
Total charge ... 0
Total energy ... -5413.7334 Eh
Gap between HOMO and LUMO (alpha / beta) ... 6.80 / 7.13 eV

Positions of all 9 atoms, in Å:
C (-0.88, -0.15, -0.37)
C (-1.94, -0.69, 0.20)
C (0.36, -0.80, 0.67)
O (-1.77, -1.41, 1.32)
O (-0.39, -1.33, 1.69)
Br (-3.74, -0.60, -0.28)
Br (1.41, -2.13, -0.35)
H (-0.68, 0.40, -1.26)
H (1.06, -0.05, 1.04)

Here are the Mulliken charges for atoms 1 to 5, given in e:
1. C -0.163
2. C 0.096
3. C -0.048
4. O -0.161
5. O -0.239

---

No. 4
Below is a molecular structure, C3H2Br3O2 at a distorted geometry, with properties calculated with the ωB97M-V functional and the def2-TZVPD basis.

Relative energy (zero: lowest compared OMol25 entry of this formula, charge and spin) ... 23.29 kcal per mole
Molar mass ... 309.76 g/mol
E_LUMO ... 2.9 eV
E_HOMO ... -4.35 eV
Total charge ... -1
Total energy ... -7988.0822 Eh
Gap between HOMO and LUMO ... 7.26 eV

Positions of all 10 atoms, in Å:
C (0.70, 0.30, -1.34)
C (-0.63, 0.08, -0.41)
C (-0.11, -0.34, 1.02)
O (0.37, 0.97, -2.28)
O (1.72, -0.23, -0.84)
Br (1.17, 1.06, 1.73)
Br (-1.50, -0.33, 2.32)
Br (0.69, -2.06, 1.07)
H (-1.00, 1.03, -0.45)
H (-1.41, -0.47, -0.83)

Here are the Mulliken charges for atoms 1 to 5, given in e:
1. C 0.673
2. C -1.012
3. C 0.010
4. O -0.688
5. O -0.638

---

No. 5
Below is C3H2BrCl in the gas phase at a distorted geometry, with properties calculated with the ωB97M-V functional and the def2-TZVPD basis.

Relative energy (zero: lowest compared OMol25 entry of this formula, charge and spin) ... 13.86 kcal per mole
Molar mass ... 153.41 g/mol
E_LUMO ... 0.8 eV
SMILES ... ClC1=C(Br)C1
E_HOMO ... -8.74 eV
Total charge ... 0
Total energy ... -3149.6055 Eh
Gap between HOMO and LUMO ... 9.49 eV

Positions of all 7 atoms, in Å:
C (0.81, 0.11, 0.35)
C (-0.25, 0.74, -0.34)
C (-0.40, -0.73, 0.00)
Cl (2.30, 0.15, 1.08)
Br (-1.02, 2.23, -1.06)
H (-0.33, -1.47, -0.80)
H (-1.10, -1.03, 0.77)

Here are the Mulliken charges for atoms 1 to 5, given in e:
1. C 0.148
2. C 0.029
3. C -0.351
4. Cl -0.149
5. Br -0.081

---

No. 6
Below is C3H2BrClO in the gas phase at a distorted geometry, with properties calculated with the ωB97M-V functional and the def2-TZVPD basis.

Relative energy (zero: lowest compared OMol25 entry of this formula, charge and spin) ... 17.81 kcal per mole
Molar mass ... 169.41 g/mol
E_LUMO ... -0.6 eV
SMILES ... O=C/C(Br)=C/Cl
E_HOMO ... -9.70 eV
Total charge ... 0
Total energy ... -3224.8997 Eh
Gap between HOMO and LUMO ... 9.08 eV

Positions of all 8 atoms, in Å:
C (0.13, 1.22, -0.14)
C (0.41, -1.30, -0.05)
C (-0.44, -0.10, -0.07)
O (0.20, -2.35, 0.49)
Cl (-0.72, 2.61, 0.25)
Br (-2.37, -0.14, 0.11)
H (1.23, 1.16, -0.27)
H (1.55, -1.09, -0.32)

Here are the Mulliken charges for atoms 1 to 5, given in e:
1. C -0.162
2. C -0.070
3. C 0.362
4. O -0.420
5. Cl -0.113

---

No. 7
Below is a molecular structure, C3H2BrClS2 at a distorted geometry, with properties calculated with the ωB97M-V functional and the def2-TZVPD basis.

Relative energy (zero: lowest compared OMol25 entry of this formula, charge and spin) ... 1.80 kcal per mole
Molar mass ... 217.54 g/mol
E_LUMO (alpha / beta) ... -1.7 / -1.7 eV
E_HOMO (alpha / beta) ... -8.82 / -8.82 eV
Total charge ... 0
Total energy ... -3945.9873 Eh
Gap between HOMO and LUMO (alpha / beta) ... 7.12 / 7.12 eV

Positions of all 9 atoms, in Å:
C (0.39, 0.74, -0.01)
C (1.37, -0.13, 0.03)
C (-0.94, 0.14, 0.40)
S (-1.06, -2.49, -1.05)
S (-0.28, -1.63, 0.54)
Cl (0.47, 2.39, -0.55)
Br (3.17, 0.20, -0.38)
H (-1.35, 0.59, 1.27)
H (-1.77, 0.19, -0.26)

Here are the Mulliken charges for atoms 1 to 5, given in e:
1. C 0.377
2. C -0.224
3. C -0.524
4. S -0.249
5. S 0.128

---

No. 8
Below is C3H2BrFN2 in the gas phase at a distorted geometry, with properties calculated with the ωB97M-V functional and the def2-TZVPD basis.

Relative energy (zero: lowest compared OMol25 entry of this formula, charge and spin) ... 0.20 kcal per mole
Molar mass ... 164.97 g/mol
E_LUMO ... 0.1 eV
E_HOMO ... -8.38 eV
Total charge ... 0
Total energy ... -2898.8166 Eh
Gap between HOMO and LUMO ... 8.47 eV

Positions of all 9 atoms, in Å:
C (-0.27, -1.12, -0.01)
C (0.71, -0.07, -0.02)
C (0.38, 1.22, -0.01)
N (-1.49, -0.77, 0.03)
N (-2.50, -0.26, 0.08)
F (1.29, 2.20, 0.00)
Br (2.53, -0.64, -0.01)
H (-0.02, -2.16, -0.03)
H (-0.64, 1.60, -0.03)

Here are the Mulliken charges for atoms 1 to 5, given in e:
1. C -0.238
2. C 0.198
3. C -0.196
4. N 0.520
5. N -0.633

---

No. 9
Below is 2 unconnected molecules or ions with the total composition C3H2BrI at a distorted geometry, with properties calculated with the ωB97M-V functional and the def2-TZVPD basis.

Relative energy (zero: lowest compared OMol25 entry of this formula, charge and spin) ... 65.53 kcal per mole
Molar mass ... 244.86 g/mol
E_LUMO (alpha / beta) ... -3.0 / -3.0 eV
E_HOMO (alpha / beta) ... -6.39 / -6.39 eV
Total charge ... 0
Total energy ... -2987.0253 Eh
Gap between HOMO and LUMO (alpha / beta) ... 3.37 / 3.37 eV

Positions of all 7 atoms, in Å:
C (-0.27, 0.59, -0.36)
C (-0.09, -0.42, 0.54)
C (-1.44, 0.00, 0.17)
Br (-3.17, -0.33, -0.28)
I (4.19, -0.16, -0.19)
H (0.23, 1.33, -0.96)
H (0.55, -1.01, 1.07)

Here are the Mulliken charges for atoms 1 to 5, given in e:
1. C 0.010
2. C -0.010
3. C -0.055
4. Br 0.098
5. I -0.871

---

No. 10
Below is 2 unconnected molecules or ions with the total composition C3H2BrNO2 at a distorted geometry, with properties calculated with the ωB97M-V functional and the def2-TZVPD basis.

Relative energy (zero: lowest compared OMol25 entry of this formula, charge and spin) ... 43.16 kcal per mole
Molar mass ... 163.96 g/mol
E_LUMO ... -0.4 eV
SMILES ... O=C=NBr.C=C=O
E_HOMO ... -9.50 eV
Total charge ... 0
Total energy ... -2894.6793 Eh
Gap between HOMO and LUMO ... 9.11 eV

Positions of all 9 atoms, in Å:
C (-0.45, 1.82, -0.65)
C (0.77, -1.17, 0.19)
C (0.51, -1.18, 1.44)
N (-1.35, 1.61, -1.43)
O (0.43, 2.02, 0.10)
O (1.01, -1.16, -0.94)
Br (-1.95, 0.31, -2.49)
H (1.11, -1.96, 2.06)
H (-0.07, -0.30, 1.72)

Here are the Mulliken charges for atoms 1 to 5, given in e:
1. C 0.700
2. C 0.727
3. C -0.818
4. N -0.372
5. O -0.424